# 1
{
  "formula": "C4H13NOP",
  "method": "ωB97M-V/def2-TZVPD",
  "gap_ha": 0.2984,
  "total_energy_ev": -17177.7821,
  "total_charge": 1,
  "homo_energy_ha": -0.465,
  "species": ["C", "C", "C", "C", "N", "O", "P", "H", "H", "H", "H", "H", "H", "H", "H", "H", "H", "H", "H", "H"],
  "positions_angstrom": [[2.2257, -0.7391, -1.1247], [-1.5539, -1.2638, 0.7705], [-2.3602, 0.9299, -0.9428], [2.0060, 0.3289, -0.1377], [2.1491, 0.2202, 1.1248], [-0.6422, 1.1129, 1.2858], [-0.8269, 0.2318, -0.1501], [2.3161, -1.6195, -0.5451], [3.0815, -0.5751, -1.7592], [1.2878, -0.8339, -1.6658], [-0.6973, -1.6044, 1.4056], [-2.4775, -0.9296, 1.3163], [-1.6281, -1.9836, -0.0437], [-3.1367, 0.6572, -0.2687], [-2.2230, 2.0724, -1.0482], [-2.7232, 0.4856, -1.9289], [2.0308, 1.3220, -0.6049], [1.6921, 0.8507, 1.6857], [-1.1743, 1.8914, 1.1535], [2.6543, -0.5539, 1.4777]],
  "lowdin_charge": [-0.05, -0.23, -0.26, -0.21, 0.22, -0.33, 0.86, 0.08, 0.11, 0.07, 0.04, 0.07, 0.03, 0.01, 0.08, 0.08, 0.15, 0.10, 0.04, 0.15]
}

***

# 2
{
  "formula": "C4H12N2",
  "method": "ωB97M-V/def2-TZVPD",
  "smiles": "CCNCCN",
  "gap_ha": 0.3426,
  "total_energy_ev": -7319.3753,
  "total_charge": 0,
  "homo_energy_ha": -0.299,
  "species": ["C", "C", "N", "C", "C", "N", "H", "H", "H", "H", "H", "H", "H", "H", "H", "H", "H", "H"],
  "positions_angstrom": [[-0.2533, -1.5989, -1.5620], [-1.0097, -0.2089, -1.3806], [-1.1875, 0.2330, 0.0298], [-0.4476, 1.1685, 0.9321], [1.0270, 0.8242, 0.7308], [1.5274, 0.0489, 1.8085], [0.8724, -1.3815, -1.3700], [-0.6779, -2.2558, -0.6720], [-0.4284, -2.1209, -2.4454], [-0.4120, 0.7350, -1.7584], [-1.9171, -0.3963, -1.9864], [-2.1977, 0.3123, 0.5022], [-0.6294, 2.4378, 1.0730], [-0.7575, 0.8921, 1.9741], [1.5299, 1.9272, 0.5403], [1.0270, 0.0673, -0.1180], [2.5271, 0.2380, 2.0247], [1.4073, -0.9220, 1.6772]],
  "lowdin_charge": [-0.11, -0.28, -0.14, -0.28, -0.34, -0.02, 0.07, 0.11, 0.02, 0.13, 0.10, 0.15, 0.14, 0.09, 0.16, 0.07, 0.09, 0.05]
}

***

# 3
{
  "formula": "C24H72N6O12",
  "method": "ωB97M-V/def2-TZVPD",
  "smiles": "NC(N)=O.NC(N)=O.NC(N)=O.CC(C)O.CC(C)O.CC(C)O.CC(C)O.CC(C)O.CC(C)O.CO.CO.CO",
  "gap_ha": 0.3639,
  "total_energy_ev": -59566.0464,
  "total_charge": 0,
  "homo_energy_ha": -0.349,
  "species": ["N", "C", "N", "O", "H", "H", "H", "H", "N", "C", "N", "O", "H", "H", "H", "H", "N", "C", "N", "O", "H", "H", "H", "H", "C", "C", "C", "O", "H", "H", "H", "H", "H", "H", "H", "H", "C", "C", "C", "O", "H", "H", "H", "H", "H", "H", "H", "H", "C", "C", "C", "O", "H", "H", "H", "H", "H", "H", "H", "H", "C", "C", "C", "O", "H", "H", "H", "H", "H", "H", "H", "H", "C", "C", "C", "O", "H", "H", "H", "H", "H", "H", "H", "H", "C", "C", "C", "O", "H", "H", "H", "H", "H", "H", "H", "H", "C", "O", "H", "H", "H", "H", "C", "O", "H", "H", "H", "H", "C", "O", "H", "H", "H", "H"],
  "positions_angstrom": [[-1.2542, -1.3438, -0.8174], [-0.5715, -0.7409, 0.1445], [0.5768, -0.1872, -0.2373], [-0.9208, -0.8256, 1.2995], [-2.1509, -1.7720, -0.6367], [-0.8200, -1.3342, -1.7292], [0.8498, -0.1322, -1.2082], [1.0413, 0.3410, 0.4876], [1.7258, 3.0893, 3.1265], [1.2125, 2.1482, 2.3971], [0.1380, 1.7009, 2.9697], [1.8089, 1.5867, 1.5279], [2.6527, 3.4193, 2.8985], [1.3087, 3.3954, 3.9939], [-0.2697, 0.8387, 2.6372], [-0.2219, 2.1858, 3.7793], [4.5612, 2.1139, 0.7825], [4.9036, 3.2073, 1.2708], [6.1735, 3.3655, 1.1027], [4.2185, 3.9983, 1.8961], [5.2048, 1.5410, 0.2555], [3.5739, 1.9091, 0.8398], [6.7122, 4.2093, 1.2365], [6.6420, 2.5600, 0.7132], [1.6802, -1.8388, 3.6173], [2.9288, -1.5344, 2.7685], [4.0351, -0.8118, 3.5614], [3.4446, -2.7345, 2.2393], [1.2031, -0.9261, 3.9744], [1.9041, -2.4624, 4.4828], [0.9582, -2.3177, 2.9560], [2.5530, -0.9803, 1.9083], [4.4441, -1.3276, 4.4301], [3.6722, 0.1210, 3.9931], [4.9487, -0.6335, 2.9942], [3.8382, -3.1404, 3.0152], [2.0339, 2.4327, -2.5622], [3.0566, 3.5307, -2.8458], [3.7783, 3.3690, -4.1911], [2.3690, 4.7580, -2.8896], [2.3293, 1.3835, -2.5596], [1.2604, 2.4874, -3.3283], [1.5497, 2.6345, -1.6068], [3.7115, 3.4279, -1.9806], [3.0457, 3.4669, -4.9922], [4.1616, 2.3521, -4.2755], [4.6117, 4.0360, -4.4117], [1.9350, 4.7833, -3.7455], [-3.8961, -0.5027, 5.5227], [-2.6831, -0.2112, 4.5945], [-1.3928, -0.1878, 5.3677], [-2.3673, -1.2648, 3.6427], [-3.6321, -1.3953, 6.0898], [-4.8144, -0.6633, 4.9578], [-4.1030, 0.3413, 6.1807], [-2.9230, 0.7508, 4.1415], [-1.4289, 0.4123, 6.2769], [-0.5527, 0.1840, 4.7811], [-1.1016, -1.1774, 5.7199], [-1.8767, -0.9382, 2.8849], [1.1916, -0.7497, -5.6849], [0.4326, -1.3412, -4.5216], [0.5437, -2.8527, -4.3030], [0.8008, -0.7764, -3.2515], [1.0590, 0.3301, -5.7519], [1.0009, -1.2159, -6.6516], [2.2742, -0.8569, -5.6172], [-0.6199, -1.1518, -4.7325], [0.1704, -3.1197, -3.3143], [1.5810, -3.1606, -4.4340], [0.0767, -3.4340, -5.0981], [1.7127, -1.0137, -3.0676], [-6.7996, 1.8059, -1.4344], [-5.6459, 1.5634, -0.4043], [-5.0777, 0.0936, -0.3505], [-4.6799, 2.4370, -1.0081], [-6.4528, 1.8236, -2.4676], [-7.3437, 2.7061, -1.1487], [-7.5895, 1.0579, -1.5022], [-6.0791, 1.9356, 0.5241], [-5.9077, -0.5987, -0.4923], [-4.4541, -0.1807, 0.5004], [-4.4377, 0.0295, -1.2305], [-4.1421, 2.7002, -0.2577], [1.8169, -5.0776, -1.7602], [1.6153, -4.0001, -0.7212], [1.0640, -4.5582, 0.5986], [2.9126, -3.4398, -0.5361], [2.2091, -6.0268, -1.3953], [2.4026, -4.8143, -2.6410], [0.8175, -5.3719, -2.0806], [0.9932, -3.2218, -1.1631], [0.8055, -3.7453, 1.2771], [1.7879, -5.1281, 1.1811], [0.1427, -5.1054, 0.3989], [3.0093, -3.0775, 0.3476], [-1.8952, 1.2004, -3.0777], [-0.9528, 1.3700, -4.0755], [-1.6814, 1.6551, -2.1105], [-2.8497, 1.5111, -3.5027], [-1.9916, 0.1325, -2.8818], [-0.1495, 0.9299, -3.7882], [-4.4131, -3.3014, 0.2342], [-3.9795, -2.6184, -0.9313], [-4.3858, -2.5083, 0.9813], [-5.3900, -3.7589, 0.0774], [-3.7453, -4.0979, 0.5625], [-4.7484, -2.5408, -1.5009], [-1.8153, 2.9119, 0.7468], [-2.4356, 3.8024, -0.1299], [-1.1576, 2.2514, 0.1818], [-1.1388, 3.5044, 1.3627], [-2.4773, 2.2818, 1.3408], [-1.7600, 4.1132, -0.7370]],
  "lowdin_charge": [0.20, -0.71, 0.21, 0.01, 0.08, 0.07, 0.07, 0.05, 0.20, -0.76, 0.19, 0.02, 0.07, 0.12, 0.08, 0.12, 0.20, -0.82, 0.17, 0.03, 0.13, 0.09, 0.12, 0.11, -0.03, -0.46, -0.05, -0.06, 0.06, 0.09, 0.06, 0.12, 0.07, 0.08, 0.07, 0.10, -0.06, -0.49, -0.05, -0.04, 0.07, 0.07, 0.08, 0.13, 0.08, 0.07, 0.08, 0.08, -0.05, -0.45, -0.09, -0.07, 0.08, 0.07, 0.08, 0.12, 0.08, 0.03, 0.09, 0.01, -0.04, -0.46, -0.04, -0.10, 0.08, 0.09, 0.08, 0.14, 0.07, 0.08, 0.09, 0.10, -0.07, -0.42, -0.04, -0.08, 0.08, 0.07, 0.06, 0.13, 0.07, 0.07, 0.07, 0.04, -0.07, -0.48, -0.03, -0.06, 0.08, 0.07, 0.07, 0.10, 0.05, 0.09, 0.08, 0.03, -0.16, -0.12, 0.07, 0.09, 0.06, 0.01, -0.13, -0.16, 0.07, 0.08, 0.08, 0.08, -0.17, -0.11, 0.06, 0.07, 0.09, 0.09]
}

***

# 4
{
  "formula": "C6H3N4O2",
  "method": "ωB97M-V/def2-TZVPD",
  "gap_ha": 0.3263,
  "total_energy_ev": -16324.0966,
  "total_charge": -1,
  "homo_energy_ha": -0.201,
  "species": ["C", "C", "C", "C", "C", "C", "N", "N", "N", "N", "O", "O", "H", "H", "H"],
  "positions_angstrom": [[0.2336, -3.0964, 1.5936], [-0.5796, 2.3209, -2.3500], [0.2637, -0.6168, 0.7635], [1.1975, -0.0388, -0.0351], [-0.7099, 0.4109, 0.6722], [0.2453, 1.1233, -0.3619], [0.4696, -4.1756, 1.2470], [-0.7402, 3.4216, -2.7464], [0.1043, -1.8893, 2.2071], [-0.4016, 1.1656, -1.7306], [2.2943, -0.2255, -0.5178], [-1.8093, 0.7301, 1.0966], [0.4346, 2.1431, -0.0342], [-0.8166, -1.6739, 2.4708], [-0.1859, 0.4007, -2.2749]],
  "lowdin_charge": [-0.43, -0.35, 0.07, -0.47, -0.41, -0.11, 0.07, 0.09, 0.10, 0.08, 0.02, 0.02, 0.15, 0.04, 0.11]
}